[1]
69
Properties=species:S:1:pos:R:3:forces:R:3 method="wB97M-V/def2-TZVPD" orbital_gap_ev=7.100 lumo_energy_ha=-0.0568 energy_ha=-2889.18136 total_charge=0
Be 2.312 0.003 -0.786 -0.20 0.25 -0.23
S 2.204 2.163 -0.141 -0.13 0.06 -0.02
C 0.588 2.297 -0.554 -0.07 -0.24 -0.27
N -0.315 2.953 0.153 -0.10 0.10 0.07
C -1.731 2.945 -0.236 0.11 0.01 0.16
C -1.834 3.068 -1.722 0.07 -0.10 -0.19
N -1.069 1.987 -2.339 -0.29 0.12 -0.14
C -1.690 1.335 -3.507 -0.03 0.09 -0.03
C -2.941 0.600 -3.101 -0.01 -0.02 0.08
C -2.844 -0.500 -2.249 -0.03 -0.04 0.02
C -3.992 -1.164 -1.839 -0.08 -0.05 0.00
C -5.239 -0.734 -2.281 0.06 0.06 -0.05
C -5.338 0.354 -3.137 0.03 -0.01 0.01
C -4.188 1.021 -3.545 -0.06 0.00 0.01
C 0.091 1.596 -1.842 0.24 0.07 0.34
S 1.024 0.415 -2.534 0.17 -0.09 0.10
C -0.015 3.571 1.461 -0.05 -0.15 -0.01
C -0.534 2.717 2.593 0.01 0.02 0.04
C 0.281 1.736 3.154 -0.02 -0.05 -0.05
C -0.202 0.931 4.176 -0.03 0.02 -0.02
C -1.498 1.097 4.644 0.00 0.02 -0.02
C -2.313 2.078 4.094 0.02 -0.01 0.00
C -1.828 2.886 3.075 -0.01 0.02 0.02
H -2.219 3.788 0.248 0.02 0.02 0.01
H -2.211 2.026 0.109 0.02 -0.04 0.04
H -1.463 4.036 -2.069 0.02 0.01 -0.02
H -2.873 2.962 -2.026 -0.02 -0.03 -0.04
H -0.958 0.659 -3.936 0.01 0.01 -0.02
H -1.912 2.109 -4.244 -0.01 0.03 0.03
H -1.872 -0.855 -1.915 -0.06 0.03 0.00
H -3.900 -2.026 -1.190 -0.01 0.15 -0.09
H -6.134 -1.256 -1.965 0.02 0.01 -0.01
H -6.307 0.684 -3.490 0.01 0.00 0.00
H -4.262 1.867 -4.220 0.00 -0.01 0.01
H -0.484 4.555 1.469 -0.05 0.02 -0.04
H 1.058 3.700 1.532 0.06 0.01 -0.02
H 1.289 1.600 2.778 -0.04 0.00 0.02
H 0.436 0.173 4.609 0.00 -0.01 -0.01
H -1.872 0.466 5.440 0.01 0.01 -0.02
H -3.322 2.218 4.462 0.03 -0.01 -0.01
H -2.463 3.666 2.664 0.04 -0.03 0.02
O -2.310 -3.121 -0.210 0.01 -0.10 0.02
S -0.912 -3.456 -0.211 0.31 -0.08 -0.01
O -0.470 -4.603 -0.946 -0.16 -0.01 0.01
N -0.031 -2.138 -0.637 0.02 -0.05 0.05
C 0.705 -1.734 0.359 -0.17 0.31 -0.20
O 1.462 -0.705 0.322 0.18 -0.27 0.42
C 0.576 -2.510 1.629 -0.04 0.06 -0.12
C 1.201 -2.299 2.841 0.07 -0.02 0.05
C 0.890 -3.161 3.888 -0.01 0.00 0.01
C -0.023 -4.198 3.712 0.01 0.00 -0.01
C -0.648 -4.406 2.486 0.04 -0.01 -0.03
C -0.322 -3.542 1.461 -0.11 -0.04 0.15
H 1.916 -1.494 2.952 -0.01 -0.01 0.02
H 1.364 -3.030 4.853 -0.01 -0.01 -0.03
H -0.247 -4.858 4.540 0.01 0.02 0.00
H -1.353 -5.214 2.342 0.00 0.03 0.00
N 8.858 -2.133 -2.669 -0.03 0.01 0.01
C 7.804 -1.791 -2.364 -0.22 0.07 0.06
C 6.478 -1.355 -1.982 0.25 -0.05 -0.08
C 5.614 -2.233 -1.334 -0.04 -0.05 0.03
C 4.349 -1.797 -0.969 0.05 -0.02 0.01
C 3.897 -0.496 -1.229 0.11 -0.07 0.02
C 4.796 0.353 -1.886 0.10 0.00 -0.05
C 6.068 -0.054 -2.261 -0.04 0.04 0.00
H 5.937 -3.244 -1.124 0.00 0.01 -0.01
H 3.694 -2.504 -0.467 0.02 0.03 -0.01
H 4.498 1.373 -2.117 0.00 -0.04 0.01
H 6.745 0.623 -2.767 -0.01 -0.01 0.01

***

[2]
68
Properties=species:S:1:pos:R:3:forces:R:3 method="wB97M-V/def2-TZVPD" orbital_gap_ev=5.759 lumo_energy_ha=-0.0764 energy_ha=-11810.88975 total_charge=0
Bi 0.639 -0.165 -1.231 -0.22 -0.16 0.08
O -1.832 -0.999 -0.825 -0.15 0.18 0.07
C -1.958 -1.998 0.209 -0.06 0.07 -0.01
C -0.695 -1.869 1.084 0.08 0.12 0.15
O -0.556 -2.576 2.050 0.01 0.04 0.00
O 0.160 -0.930 0.737 -0.08 -0.19 0.04
C -3.173 -1.696 1.088 0.09 0.00 -0.03
C -3.610 -2.635 2.022 0.05 -0.02 -0.04
C -4.685 -2.352 2.848 0.01 -0.01 -0.01
C -5.338 -1.128 2.756 0.03 0.02 -0.02
C -4.904 -0.188 1.835 0.09 -0.05 -0.06
C -3.820 -0.470 1.004 -0.12 0.02 0.07
C -2.002 -3.349 -0.483 -0.12 -0.04 -0.02
C -0.830 -4.043 -0.759 0.02 -0.02 -0.10
C -0.863 -5.184 -1.548 0.03 -0.02 0.03
C -2.068 -5.646 -2.057 -0.05 0.03 0.01
C -3.244 -4.959 -1.783 0.07 0.02 0.02
C -3.211 -3.812 -1.002 0.01 -0.02 0.03
H -2.238 -1.348 -1.630 0.07 -0.01 -0.07
H -3.095 -3.586 2.102 -0.02 0.06 -0.01
H -5.016 -3.091 3.568 0.02 0.04 -0.04
H -6.181 -0.909 3.402 0.04 -0.02 -0.03
H -5.407 0.769 1.754 0.02 -0.03 0.00
H -3.485 0.265 0.285 0.00 -0.02 0.02
H 0.121 -3.689 -0.378 0.01 -0.03 0.01
H 0.061 -5.701 -1.775 -0.04 0.03 0.01
H -2.089 -6.538 -2.672 0.00 0.04 0.02
H -4.188 -5.314 -2.179 0.03 0.01 0.01
H -4.130 -3.279 -0.784 0.03 -0.01 -0.01
Se 3.494 -0.343 -5.006 -0.06 -0.16 0.02
Sb 2.134 -1.979 -3.942 -0.14 0.06 0.12
Se 1.680 -4.249 -4.415 0.08 0.20 -0.06
Se -0.244 -0.717 -3.584 0.15 -0.06 0.01
Se 2.600 -1.778 -1.359 0.19 -0.16 -0.20
C 2.349 4.825 -3.542 0.00 -0.01 0.01
C 2.661 3.476 -3.663 0.01 0.00 -0.02
C 2.469 2.625 -2.587 0.10 -0.06 -0.12
C 1.949 3.113 -1.385 -0.01 0.19 -0.04
C 1.630 4.472 -1.273 -0.02 0.01 -0.16
C 1.839 5.325 -2.349 -0.02 -0.05 0.03
Si 1.703 2.028 0.066 -0.03 0.24 -0.01
C 0.459 2.585 1.280 -0.11 0.00 0.12
C 0.877 2.872 2.583 -0.13 -0.01 0.08
C -0.029 3.369 3.511 0.00 -0.02 -0.02
C -1.354 3.568 3.148 0.02 0.00 -0.01
C -1.780 3.278 1.856 -0.02 -0.01 0.00
C -0.876 2.794 0.925 -0.07 0.03 0.05
C 3.162 1.175 0.736 0.02 -0.23 -0.01
C 4.420 1.402 0.173 0.14 0.00 -0.02
C 5.521 0.689 0.621 0.02 -0.03 0.01
C 5.365 -0.269 1.616 -0.02 0.01 -0.02
C 4.113 -0.515 2.172 -0.04 0.04 -0.03
C 3.011 0.202 1.733 0.14 -0.09 0.10
H 2.499 5.491 -4.384 0.00 -0.04 0.04
H 3.051 3.075 -4.591 -0.03 0.02 0.04
H 2.742 1.575 -2.714 -0.03 0.10 0.03
H 1.211 4.863 -0.351 0.03 -0.03 -0.04
H 1.594 6.376 -2.260 0.02 -0.04 -0.01
H 1.907 2.700 2.876 -0.04 0.02 -0.01
H 0.299 3.591 4.520 -0.02 0.00 -0.04
H -2.062 3.947 3.876 0.03 -0.02 -0.02
H -2.817 3.426 1.578 0.05 0.00 0.03
H -1.218 2.569 -0.081 0.02 0.02 0.02
H 4.538 2.129 -0.625 0.00 -0.04 0.07
H 6.496 0.867 0.182 -0.06 -0.02 0.03
H 6.223 -0.840 1.951 -0.05 0.04 -0.01
H 3.992 -1.277 2.933 0.01 0.04 -0.04
H 2.029 -0.023 2.138 0.07 0.03 -0.02